Density functional theory data (ωB97M-V with the def2-TZVPD basis set) for 2 unconnected molecules or ions with the total composition C12H16N2O in a non-equilibrium geometry.

Last column: Mulliken charge in e.
Atoms and positions in Å:
O -0.7334 0.8573 3.7511  -0.63
N -0.6469 0.0550 1.6614  -0.15
N -2.5354 0.2988 -1.8440  0.06
C 1.3209 -0.1613 3.1192  -0.19
C 2.0056 -0.9618 2.0165  -1.06
C -2.1964 1.4969 -1.3859  -0.47
C -0.0963 0.2937 2.8919  0.34
C -0.3085 0.2609 -1.4717  0.55
C -1.3915 -0.5169 -1.9004  -0.17
C 1.1654 -1.5622 -1.8370  -0.63
C -0.0343 2.6375 -0.5119  -1.37
C -1.2294 -1.8408 -2.2308  -0.62
C 1.0030 -0.2119 -1.5762  -0.08
C -0.8089 1.5457 -1.1058  0.66
C 0.0495 -2.3804 -2.0342  -0.51
H 1.8621 0.7789 3.2695  0.23
H 0.4446 3.2685 -1.2691  0.36
H 2.4408 -0.3347 1.2304  0.21
H -0.2337 -0.5000 0.9346  0.00
H -2.9710 2.2504 -1.3201  0.43
H 2.8721 -1.5159 2.3860  0.38
H 0.2209 -3.4357 -2.1742  0.47
H 1.4090 -0.6453 4.0853  0.38
H 0.7981 2.2324 0.0593  0.31
H -3.4946 -0.0133 -1.9034  0.26
H 1.3213 -1.6794 1.5621  0.31
H -2.0325 -2.3443 -2.7633  0.42
H 2.1198 -2.0728 -1.8439  0.44
H -0.5911 3.2858 0.1651  0.39
H -1.5587 0.4446 1.4807  0.20
H 1.8295 0.4702 -1.4412  0.50

Cartesian forces, eV/Å:
O 0.00 0.26 0.03
N -0.20 0.19 -0.51
N 0.05 0.00 0.17
C 0.74 0.50 -0.20
C 0.32 -0.08 -0.18
C -0.79 0.08 -0.20
C -0.26 -0.44 0.26
C -0.08 0.99 -0.29
C 0.39 -0.67 0.26
C -0.24 -0.56 0.45
C 0.58 0.50 0.25
C -0.63 0.51 -0.39
C 0.02 -0.22 0.23
C 0.35 -0.39 -0.27
C 0.23 0.28 -0.74
H 0.05 -0.02 0.01
H -0.25 0.03 -0.15
H -0.37 0.10 -0.02
H 0.21 -0.01 0.24
H 0.26 0.12 0.31
H -0.25 -0.05 0.20
H -0.12 -0.13 -0.13
H -0.37 -0.23 0.09
H 0.00 -0.16 0.10
H 0.05 -0.05 -0.31
H 0.13 -0.15 -0.02
H 0.10 -0.47 0.59
H 0.15 0.41 0.01
H -0.20 -0.08 -0.20
H -0.01 -0.16 0.28
H 0.15 -0.11 0.12

Calculated values
⟨S²⟩: 0.770
Charge: +1
Energy relative to the best compared isomer or geometry (same formula, charge and spin) in kJ/mol: 32.38
Kohn-Sham gap (spin up / spin down) in eV: 8.383 / 5.157
2S+1: 2
LUMO energy (spin up / spin down) in eV: -3.96 / -7.18
Molecular weight in g mol⁻¹: 204.27
HOMO (spin up / spin down) in eV: -12.34 / -12.34